C29H49Cl18F3IN6O5PS | wB97M-V/def2-TZVPD

Values from the calculation:
HOMO energy (eV): -8.082
Electronic energy (Eh): -11459.4472
Frontier orbital gap (hartree): 0.2848
LUMO (eV): -0.33
Strongest force on any atom (eV Å⁻¹): 4.6
Net charge: 0

Geometry (Å):
N: -1.369 -3.647 -0.455
C: -1.297 -3.252 -1.837
O: -1.844 -3.895 -2.702
C: -0.530 -1.959 -2.163
C: -1.262 -0.827 -1.402
N: -0.549 0.462 -1.445
C: -1.013 1.432 -2.423
C: -0.063 1.396 -3.666
O: -0.760 1.706 -4.868
C: -0.683 0.674 -5.825
C: 0.733 0.462 -6.386
F: 1.440 -0.469 -5.735
F: 1.414 1.591 -6.515
F: 0.584 -0.030 -7.648
C: 0.445 0.602 -0.568
N: 0.791 -0.375 0.251
C: 1.797 0.109 1.019
N: 2.519 -0.515 2.017
C: 1.843 -0.723 3.031
S: 1.321 -0.756 4.482
N: 2.028 1.346 0.652
C: 3.092 2.096 1.413
O: 4.204 2.278 0.922
O: 2.758 2.447 2.547
N: 1.228 1.731 -0.378
P: 1.290 3.319 -1.154
O: 2.769 3.934 -0.976
I: -0.271 4.644 0.274
H: -2.353 -3.757 -0.233
H: -0.854 -4.523 -0.298
H: 0.528 -2.047 -1.901
H: -0.695 -1.807 -3.236
H: -2.236 -0.722 -1.896
H: -1.502 -1.112 -0.372
H: -1.993 1.156 -2.829
H: -1.130 2.449 -2.028
H: 0.351 0.375 -3.680
H: 0.784 2.084 -3.565
H: -1.130 -0.247 -5.425
H: -1.299 0.989 -6.675
H: 2.723 4.702 -0.384
Cl: -2.433 2.232 4.256
C: -1.713 2.837 5.773
C: -0.349 2.250 6.025
Cl: -0.429 0.507 6.403
H: -2.399 2.615 6.583
H: -1.636 3.920 5.678
H: 0.111 2.739 6.882
H: 0.310 2.376 5.166
Cl: -4.503 6.014 5.512
C: -5.462 4.720 4.747
C: -6.150 3.845 5.765
Cl: -4.988 2.857 6.683
H: -4.798 4.142 4.109
H: -6.206 5.207 4.118
H: -6.826 3.156 5.260
H: -6.729 4.432 6.475
Cl: -0.058 8.468 -2.019
C: 0.594 9.115 -0.491
C: 2.017 8.684 -0.253
Cl: 2.135 6.935 0.088
H: -0.061 8.795 0.317
H: 0.550 10.202 -0.565
H: 2.421 9.204 0.615
H: 2.651 8.906 -1.109
Cl: 1.444 12.258 -1.087
C: 0.821 13.148 -2.502
C: 0.852 12.308 -3.755
Cl: 2.515 11.991 -4.307
H: 1.408 14.057 -2.613
H: -0.206 13.430 -2.272
H: 0.344 12.835 -4.562
H: 0.358 11.350 -3.606
Cl: -0.179 -3.460 -5.751
C: 0.794 -4.292 -6.988
C: 0.891 -3.501 -8.268
Cl: -0.670 -3.417 -9.127
H: 0.355 -5.272 -7.154
H: 1.789 -4.432 -6.567
H: 1.599 -3.981 -8.943
H: 1.228 -2.484 -8.085
Cl: 0.846 -4.859 2.969
C: 1.022 -6.554 2.444
C: 1.527 -6.661 1.029
Cl: 0.318 -6.104 -0.161
H: 0.058 -7.045 2.563
H: 1.729 -7.024 3.122
H: 1.746 -7.701 0.793
H: 2.435 -6.080 0.884
Cl: -2.279 1.591 12.169
C: -2.179 -0.026 11.426
C: -1.598 0.021 10.035
Cl: -2.693 0.811 8.875
H: -3.176 -0.459 11.427
H: -1.541 -0.631 12.070
H: -1.430 -0.992 9.672
H: -0.648 0.552 10.016
Cl: 3.071 -9.106 3.234
C: 3.246 -10.801 2.705
C: 3.748 -10.906 1.287
Cl: 2.537 -10.350 0.103
H: 2.283 -11.291 2.826
H: 3.957 -11.271 3.384
H: 3.967 -11.946 1.052
H: 4.655 -10.324 1.141
Cl: 0.953 -7.975 -6.965
C: 0.300 -8.958 -5.629
C: -1.065 -8.491 -5.183
Cl: -1.014 -6.908 -4.369
H: 1.016 -8.930 -4.811
H: 0.237 -9.981 -5.995
H: -1.475 -9.201 -4.465
H: -1.754 -8.416 -6.021